Version 1
C18H19Cl5F6N3O7PS2W as an isolated structure. Source: the OMol25 dataset; level of theory: wB97M-V/def2-TZVPD.

Results
HOMO-LUMO gap (spin up / spin down) (eV): 6.987 / 7.155
HOMO energy (spin up / spin down) (eV): -11.34 / -11.46
Charge: +1
Spin multiplicity: 2

CARTESIAN COORDINATES (ANGSTROEM)
W (-0.0682, 0.3839, 0.3533)
C (1.0136, -1.6430, -5.7531)
C (-0.1119, -0.8988, -5.0873)
O (-0.2356, -1.4136, -3.7214)
P (-1.0015, -0.6083, -2.6178)
S (-1.0864, -1.6490, -0.9378)
S (0.0268, 1.0490, -2.0806)
O (-2.3509, -0.2457, -3.3243)
C (-3.5173, 0.2811, -2.6197)
C (-4.7369, -0.0365, -3.4410)
H (1.1090, -1.3093, -6.7861)
H (0.8172, -2.7141, -5.7549)
H (1.9594, -1.4552, -5.2458)
H (-1.0678, -1.0605, -5.5817)
H (0.0850, 0.1744, -5.0361)
H (-3.3652, 1.3549, -2.5056)
H (-3.5535, -0.1823, -1.6331)
H (-4.6658, 0.4085, -4.4323)
H (-5.6177, 0.3724, -2.9457)
H (-4.8670, -1.1126, -3.5451)
Cl (4.6314, 5.7511, 2.8618)
C (3.6510, 4.4101, 2.4456)
C (3.6090, 3.9562, 1.1290)
Cl (4.5442, 4.7297, -0.0805)
C (2.8098, 2.8675, 0.7923)
Cl (2.7649, 2.2835, -0.8256)
C (2.0348, 2.2346, 1.7602)
O (1.2624, 1.1709, 1.4599)
C (2.0946, 2.6777, 3.0804)
Cl (1.1695, 1.8523, 4.2629)
C (2.8963, 3.7627, 3.4230)
Cl (2.9474, 4.2978, 5.0481)
C (-3.1686, -1.1521, 1.8696)
C (-1.7866, -1.2186, 2.5089)
O (-0.7380, -0.7551, 1.6971)
C (-1.7820, -0.3455, 3.7825)
F (-0.6932, -0.5403, 4.5291)
F (-2.8493, -0.5786, 4.5419)
F (-1.8104, 0.9478, 3.4153)
C (-1.4415, -2.6927, 2.8264)
F (-2.2497, -3.1788, 3.7692)
F (-1.5901, -3.4331, 1.7208)
F (-0.1789, -2.8433, 3.2371)
H (-3.4933, -0.1197, 1.7752)
H (-3.8818, -1.6832, 2.4968)
H (-3.1468, -1.6180, 0.8886)
O (-0.5456, 2.3975, 0.4064)
N (-1.7900, 2.2525, 0.1421)
O (-2.5130, 3.0919, -0.2357)
O (-2.0564, 1.0064, 0.1769)
C (2.4050, -1.2171, 2.4850)
C (2.4715, -1.4139, 1.0118)
N (1.6805, -0.9395, 0.0480)
C (2.1914, -1.3981, -1.1579)
C (3.2863, -2.1472, -0.9181)
N (3.4421, -2.1497, 0.4503)
H (1.4007, -0.9828, 2.8147)
H (3.0618, -0.3985, 2.7845)
H (2.7346, -2.1258, 2.9880)
H (1.7453, -1.1574, -2.1037)
H (3.9545, -2.6670, -1.5794)
H (4.1608, -2.6291, 0.9675)

Atom charges from the Mulliken analysis, given in e for atoms 1 to 4: -0.286 -1.261 -0.148 -0.129

Version 2
C18H19Cl5F6N3O7PS2W as an isolated structure. Source: the OMol25 dataset; level of theory: wB97M-V/def2-TZVPD.

Results
HOMO-LUMO gap (spin up / spin down) (eV): 7.345 / 6.910
HOMO energy (spin up / spin down) (eV): -11.69 / -11.71
Charge: +1
Spin multiplicity: 2

CARTESIAN COORDINATES (ANGSTROEM)
W (-0.2282, -0.6278, -0.2584)
C (0.8751, 2.2106, 5.0373)
C (-0.2893, 2.4428, 4.1126)
O (0.0343, 1.8094, 2.8294)
P (-0.8958, 1.7701, 1.5837)
S (0.2746, 1.7887, -0.0656)
S (-1.9535, 0.0620, 1.3595)
O (-1.8041, 3.0279, 1.7768)
C (-3.0209, 3.3399, 1.0270)
C (-2.7039, 4.1447, -0.2066)
H (0.6646, 2.6875, 5.9948)
H (1.7864, 2.6450, 4.6286)
H (1.0340, 1.1479, 5.2078)
H (-0.4623, 3.4989, 3.9208)
H (-1.2070, 1.9904, 4.4899)
H (-3.6285, 3.8970, 1.7351)
H (-3.5252, 2.4022, 0.7973)
H (-2.1805, 5.0632, 0.0557)
H (-3.6375, 4.4098, -0.7039)
H (-2.0969, 3.5732, -0.9083)
Cl (-3.8289, 0.6420, -6.9391)
C (-3.0059, 0.3694, -5.4662)
C (-3.6244, 0.6714, -4.2531)
Cl (-5.2069, 1.3220, -4.2330)
C (-2.9544, 0.4446, -3.0553)
Cl (-3.7022, 0.8179, -1.5624)
C (-1.6655, -0.0910, -3.0611)
O (-1.0241, -0.3081, -1.8904)
C (-1.0443, -0.3756, -4.2729)
Cl (0.5553, -0.9928, -4.2776)
C (-1.7116, -0.1491, -5.4738)
Cl (-0.9378, -0.5052, -6.9583)
C (1.9446, -3.2256, 1.5412)
C (1.5355, -1.8744, 2.1095)
O (0.8242, -1.1123, 1.1787)
C (0.6087, -2.0739, 3.3313)
F (0.1027, -0.9251, 3.7818)
F (1.2738, -2.6573, 4.3307)
F (-0.4151, -2.8590, 2.9843)
C (2.7934, -1.0621, 2.4713)
F (3.6554, -1.7935, 3.1702)
F (3.4020, -0.6848, 1.3278)
F (2.5152, 0.0441, 3.1571)
H (1.0681, -3.7263, 1.1385)
H (2.3874, -3.8391, 2.3231)
H (2.6743, -3.0820, 0.7463)
O (-2.2462, -4.1216, -0.6760)
N (-1.9879, -2.9675, -0.5327)
O (-0.6799, -2.6481, -0.3825)
O (-2.7619, -2.0264, -0.5155)
C (3.1728, 0.7716, -1.4014)
C (2.7484, -0.6228, -1.6863)
N (1.6160, -1.2475, -1.3752)
C (1.7308, -2.5511, -1.8533)
C (2.9288, -2.6976, -2.4549)
N (3.5490, -1.4735, -2.3454)
H (2.6467, 1.1753, -0.5445)
H (2.9934, 1.4144, -2.2651)
H (4.2382, 0.7892, -1.1742)
H (0.9427, -3.2701, -1.7338)
H (3.3838, -3.5404, -2.9426)
H (4.4703, -1.2415, -2.6787)

Atom charges from the Mulliken analysis, given in e for atoms 1 to 4: -1.312 -1.163 -0.268 -0.113

It comes down to version 2, which is 5.7 kcal/mol more stable than the next structure.

Version 1
A single C8H11IO molecule. Source: the OMol25 dataset; level of theory: wB97M-V/def2-TZVPD.

Results
SMILES: CC(=O)/C=C\CC/C=C/I
HOMO-LUMO gap (eV): 9.294
HOMO energy (eV): -8.97
Spin multiplicity: 1

CARTESIAN COORDINATES (ANGSTROEM)
C (-1.4294, -0.3091, 0.4791)
C (0.9341, 0.1470, 2.0873)
C (-0.9276, -0.8346, -0.6400)
C (2.1182, -0.2945, 1.9203)
C (-1.1266, 1.0536, 0.8862)
C (0.4088, 1.3293, 1.4200)
C (-0.4059, -0.7450, -3.3065)
C (-0.0666, -0.2802, -1.7906)
O (0.7776, 0.6291, -1.6938)
I (2.8933, -2.0095, 2.8796)
H (-1.9844, -0.9840, 1.1371)
H (0.3198, -0.3486, 2.7994)
H (-1.1861, 1.7425, -0.0333)
H (-1.8579, 1.2784, 1.5711)
H (0.2615, 2.2447, 2.0522)
H (0.8867, 1.6068, 0.4786)
H (-0.3401, 0.0822, -3.9601)
H (-1.4211, -1.2152, -3.3953)
H (0.4539, -1.3768, -3.3764)
H (-0.9925, -1.9205, -0.6409)
H (2.6843, 0.2043, 1.1259)

Atom charges from the Mulliken analysis, given in e for atoms 1 to 4: -0.132 -0.337 -0.446 -0.466

Version 2
A single C8H11IO molecule. Source: the OMol25 dataset; level of theory: wB97M-V/def2-TZVPD.

Results
SMILES: O[C@@H]1CCC2=C1[C@H](I)CC2
HOMO-LUMO gap (eV): 9.302
HOMO energy (eV): -8.74
Spin multiplicity: 1

CARTESIAN COORDINATES (ANGSTROEM)
C (-0.1501, -0.3924, 0.4357)
C (-0.7038, 0.6432, -0.1244)
C (1.0972, -0.0056, 1.2753)
C (-0.8637, -1.7125, 0.1581)
C (1.2766, 1.4464, 0.8303)
C (-1.5880, -1.4718, -1.1496)
C (-0.0503, 1.9403, 0.1095)
C (-2.0450, -0.0194, -1.1321)
O (0.2094, 2.6884, -1.1332)
I (-3.6387, 0.2946, 0.2344)
H (1.0592, -0.2030, 2.3440)
H (1.9975, -0.4975, 0.8959)
H (-0.0215, -2.3486, -0.0232)
H (-1.4839, -2.0066, 0.9686)
H (1.5295, 2.0303, 1.7194)
H (2.1340, 1.3093, 0.2464)
H (-1.1338, -1.7890, -2.1426)
H (-2.5090, -1.9714, -1.0625)
H (-0.7113, 2.6401, 0.7570)
H (-2.2217, 0.4180, -2.1380)
H (0.4027, 2.1852, -1.9416)

Atom charges from the Mulliken analysis, given in e for atoms 1 to 4: 0.631 -0.569 -0.612 -0.865

It comes down to version 2, which is 7.8 kcal/mol more stable than the next structure.

Version 1
An isolated ion of composition C6H12N2 and charge +2. Source: the OMol25 dataset; level of theory: wB97M-V/def2-TZVPD.

Results
SMILES: CC[N@@+]1(C)C=C[NH+]=C1
HOMO-LUMO gap (spin up / spin down) (eV): 9.952 / 9.952
HOMO energy (spin up / spin down) (eV): -20.27 / -20.27
Charge: +2
Spin multiplicity: 1

CARTESIAN COORDINATES (ANGSTROEM)
C (-2.2775, -1.0061, -0.5159)
C (-0.9575, -0.8126, -0.8080)
C (-1.5266, 0.7198, 0.7767)
C (1.7040, -0.9777, 0.1085)
C (0.2062, 1.4692, -0.8393)
C (0.6815, -0.1904, 0.9259)
N (-2.5021, -0.0666, 0.5711)
N (-0.3934, 0.3315, -0.0349)
H (-2.8939, -1.8881, -0.6993)
H (-0.3949, -1.1732, -1.7129)
H (-1.2749, 1.4924, 1.5220)
H (1.1759, -1.7709, -0.3856)
H (2.3402, -0.4485, -0.6259)
H (2.3188, -1.3533, 0.9432)
H (0.7111, 2.3771, -0.2428)
H (1.1095, 1.0799, -1.4613)
H (-0.5032, 1.9588, -1.5705)
H (0.8837, 0.8044, 1.4453)
H (0.4723, -1.0548, 1.5493)
H (-3.4701, 0.0045, 0.9676)

Atom charges from the Mulliken analysis, given in e for atoms 1 to 4: -0.529 -0.181 -0.015 -1.189

Version 2
C6H12N2 as an isolated structure. Source: the OMol25 dataset; level of theory: wB97M-V/def2-TZVPD.

Results
HOMO-LUMO gap (eV): 10.481
HOMO energy (eV): -19.85
Charge: +2
Spin multiplicity: 1

CARTESIAN COORDINATES (ANGSTROEM)
C (-0.3743, 1.3440, 0.3551)
C (-1.3603, 0.5306, 0.0215)
C (1.3336, 0.0604, -0.4673)
C (-0.0430, -0.8446, -1.5220)
C (1.8975, 1.9446, 0.9626)
C (-1.2505, -1.9094, 0.1941)
N (1.0443, 1.0341, 0.2535)
N (-1.2566, -0.7442, -0.6675)
H (-0.6525, 2.4073, 0.6455)
H (-2.3986, 0.8670, 0.3010)
H (2.3863, -0.2318, -0.4845)
H (0.0534, -0.1577, -2.3236)
H (0.4030, -1.7867, -1.9018)
H (1.5557, 1.8020, 2.0295)
H (1.8956, 3.0350, 0.7642)
H (2.9440, 1.5754, 0.9176)
H (-0.8350, -1.8039, 1.1270)
H (-2.2129, -2.2287, 0.2864)
H (-0.7417, -2.6195, -0.3183)
H (-2.0215, -0.8132, -1.4366)

Atom charges from the Mulliken analysis, given in e for atoms 1 to 4: -0.366 -0.360 0.112 -0.720

It comes down to version 1, which is 11.9 kcal/mol more stable than the next structure.

Version 1
C6H7I as an isolated structure. Source: the OMol25 dataset; level of theory: wB97M-V/def2-TZVPD.

Results
HOMO-LUMO gap (eV): 9.348
HOMO energy (eV): -8.81
Spin multiplicity: 1

CARTESIAN COORDINATES (ANGSTROEM)
C (0.2157, 0.9760, 0.3315)
C (0.2972, 2.1523, -0.2099)
C (-0.7395, 1.3136, -1.1956)
C (-1.2082, -0.0716, -0.6272)
C (-0.5310, -0.2634, 0.5191)
C (-0.2817, -1.2575, 1.5314)
I (3.1398, -0.7251, -1.2036)
H (-1.5785, 2.0260, -1.2978)
H (-0.2401, 1.0249, -2.0759)
H (-2.1428, -0.4922, -1.1675)
H (3.7065, -0.1067, 0.0963)
H (0.1114, -2.0310, 0.9550)
H (-1.2167, -1.7227, 2.0684)
H (0.4677, -0.8226, 2.2758)

Atom charges from the Mulliken analysis, given in e for atoms 1 to 4: 0.258 -0.924 -0.091 -0.517

Version 2
A single C6H7I molecule. Source: the OMol25 dataset; level of theory: wB97M-V/def2-TZVPD.

Results
HOMO-LUMO gap (spin up / spin down) (eV): 7.699 / 7.430
HOMO energy (spin up / spin down) (eV): -7.88 / -7.56
Spin multiplicity: 1

CARTESIAN COORDINATES (ANGSTROEM)
C (0.8151, -0.7261, 0.5501)
C (0.5813, -0.8964, -0.8535)
C (0.5746, 0.5205, 1.3354)
C (-1.1413, 0.7558, -0.4899)
C (-0.4104, -0.2301, -1.4747)
C (-0.3488, 1.4628, 0.6804)
I (0.2123, 3.5140, 0.4119)
H (1.4684, -1.4964, 1.1171)
H (1.0754, -1.5596, -1.4257)
H (0.2628, 0.1433, 2.2510)
H (1.5040, 0.8871, 1.4611)
H (-1.7402, 1.6233, -1.0119)
H (-1.8917, 0.0449, -0.1732)
H (-0.6582, -0.0922, -2.5647)

Atom charges from the Mulliken analysis, given in e for atoms 1 to 4: -0.556 -0.273 -0.324 -0.550

It comes down to version 2, which is 38.1 kcal/mol more stable than the next structure.